[1]
2 unconnected molecules or ions with the total composition C5H13NO, computed with wB97M-V/def2-TZVPD.

Values from the calculation:
ΔE to the lowest compared entry with this formula, charge and spin: 14.51 kcal per mole
Molecular weight: 103.16 g/mol
Orbital gap: 10.242 eV
Charge: 0
E_HOMO: -9.25 eV
SMILES string: C[C@@H]1CCCN1.O

Cartesian coordinates (Å):
C -1.641 0.738 0.831
C -1.030 0.364 -0.537
C -1.168 -1.161 -0.743
C 0.236 -1.699 -0.363
C 1.107 -0.616 -0.971
N 0.429 0.599 -0.521
H -2.622 0.289 0.942
H -1.750 1.806 1.038
H -0.925 0.424 1.595
H -1.568 0.959 -1.276
H -1.914 -1.573 -0.073
H -1.334 -1.407 -1.792
H 0.294 -1.655 0.725
H 0.365 -2.701 -0.756
H 1.161 -0.764 -2.058
H 2.141 -0.628 -0.630
H 0.750 1.381 -1.079
O 1.822 1.341 1.781
H 1.202 1.195 1.054
H 1.329 1.634 2.559

natural (NBO) atomic charges, in units of e:
1 C -0.62
2 C -0.06
3 C -0.41
4 C -0.41
5 C -0.22
6 N -0.66
7 H 0.21
8 H 0.21
9 H 0.21
10 H 0.19
11 H 0.21
12 H 0.20
13 H 0.21
14 H 0.22
15 H 0.17
16 H 0.21
17 H 0.38
18 O -0.98
19 H 0.49
20 H 0.46

=====

[2]
A molecular structure, C5H13NO, computed with wB97M-V/def2-TZVPD.

Values from the calculation:
ΔE to the lowest compared entry with this formula, charge and spin: 87.60 kcal per mole
Molecular weight: 103.16 g/mol
Orbital gap: 9.226 eV
Charge: 0
E_HOMO: -8.26 eV

Cartesian coordinates (Å):
C 0.882 -0.027 -2.154
C 0.082 -2.012 0.205
O 0.793 0.072 -0.767
H 1.915 0.185 -2.473
H 0.210 0.647 -2.704
H 0.648 -1.060 -2.465
H -0.650 -2.774 0.474
H 0.350 -2.208 -0.828
H 0.955 -2.102 0.847
C 0.601 1.229 1.500
C -0.371 0.657 0.487
N -1.203 1.640 -0.061
C -0.979 -0.630 0.802
H -2.191 1.512 0.115
H -0.701 2.460 -0.378
H 0.087 1.600 2.392
H 1.174 2.050 1.059
H 1.322 0.469 1.804
H -1.009 -0.872 1.863
H -1.914 -0.836 0.283

natural (NBO) atomic charges, in units of e:
1 C -0.23
2 C -0.51
3 O -0.72
4 H 0.17
5 H 0.16
6 H 0.14
7 H 0.17
8 H 0.21
9 H 0.20
10 C -0.65
11 C 0.48
12 N -0.86
13 C -0.46
14 H 0.40
15 H 0.40
16 H 0.22
17 H 0.22
18 H 0.23
19 H 0.22
20 H 0.21

=====

[3]
2 unconnected molecules or ions with the total composition C5H13NO, computed with wB97M-V/def2-TZVPD.

Values from the calculation:
ΔE to the lowest compared entry with this formula, charge and spin: 68.83 kcal per mole
Molecular weight: 103.16 g/mol
Orbital gap: 7.748 eV
Charge: 0
E_HOMO: -7.19 eV
SMILES string: C=C(N)CCC.O

Cartesian coordinates (Å):
C 1.578 -0.493 -2.055
C 1.323 0.261 -0.879
N 1.093 1.655 -1.083
C 0.932 -0.516 0.421
C -0.560 -0.794 0.333
C -1.060 -1.753 1.417
H 0.934 -1.321 -2.225
H 1.981 -0.034 -2.997
H 0.737 2.289 -0.381
H 0.978 1.887 -2.059
H 1.436 -1.535 0.402
H 1.413 0.046 1.228
H -1.072 0.139 0.039
H -0.723 -1.457 -0.609
H -0.610 -2.693 1.634
H -0.981 -1.090 2.281
H -2.069 -1.889 1.061
O -1.686 2.382 0.786
H -1.775 3.231 1.270
H -1.868 1.684 1.418

natural (NBO) atomic charges, in units of e:
1 C -0.62
2 C 0.27
3 N -0.84
4 C -0.47
5 C -0.40
6 C -0.62
7 H 0.20
8 H 0.19
9 H 0.40
10 H 0.39
11 H 0.22
12 H 0.22
13 H 0.23
14 H 0.19
15 H 0.22
16 H 0.19
17 H 0.21
18 O -0.95
19 H 0.48
20 H 0.48

=====

[4]
2 unconnected molecules or ions with the total composition C5H13NO, computed with wB97M-V/def2-TZVPD.

Values from the calculation:
ΔE to the lowest compared entry with this formula, charge and spin: 16.61 kcal per mole
Molecular weight: 103.16 g/mol
Orbital gap: 10.573 eV
Charge: 0
E_HOMO: -9.81 eV
SMILES string: CCC(N)=O.CC

Cartesian coordinates (Å):
C 0.122 1.852 1.041
C -0.234 0.738 2.051
C 0.914 -0.154 2.267
N 1.111 -1.053 1.206
O 1.573 -0.342 3.266
H 0.760 2.601 1.535
H -0.620 2.449 0.535
H 0.794 1.449 0.274
H -0.517 1.175 3.008
H -1.092 0.195 1.651
H 1.882 -1.675 1.321
H 0.863 -0.880 0.246
C -1.060 -0.664 -2.981
C -0.291 -0.885 -1.654
H -1.678 -1.559 -3.151
H -1.835 0.077 -2.785
H -0.469 -0.475 -3.863
H -0.309 -1.873 -1.196
H 0.794 -0.824 -1.806
H -0.706 -0.154 -0.964

natural (NBO) atomic charges, in units of e:
1 C -0.61
2 C -0.51
3 C 0.68
4 N -0.85
5 O -0.59
6 H 0.22
7 H 0.22
8 H 0.20
9 H 0.23
10 H 0.23
11 H 0.39
12 H 0.39
13 C -0.62
14 C -0.64
15 H 0.21
16 H 0.21
17 H 0.22
18 H 0.21
19 H 0.21
20 H 0.21

=====

[5]
2 unconnected molecules or ions with the total composition C5H13NO, computed with wB97M-V/def2-TZVPD.

Values from the calculation:
ΔE to the lowest compared entry with this formula, charge and spin: 25.63 kcal per mole
Molecular weight: 103.16 g/mol
Spin multiplicity: 2
Orbital gap (alpha / beta): 10.485 / 8.222 eV
Charge: +1
E_HOMO (alpha / beta): -14.44 / -15.45 eV
<S²>: 0.76

Cartesian coordinates (Å):
C -2.533 0.801 1.017
C -1.592 -0.271 0.366
C -0.098 0.070 0.422
C 0.738 -0.716 -0.348
N 2.155 -0.746 -0.195
C 0.266 1.071 1.519
H -3.617 0.772 0.808
H -2.181 1.783 0.726
H -2.486 0.698 2.070
H -1.906 -0.530 -0.687
H -1.746 -1.254 0.835
H 0.398 -1.066 -1.350
H 2.455 -0.952 0.766
H 2.644 -1.344 -0.829
H 0.039 0.759 2.545
H 1.386 1.165 1.482
H -0.122 2.103 1.180
H 2.429 -0.875 -4.057
H 1.988 -0.401 -2.824
O 1.784 -1.065 -3.449

natural (NBO) atomic charges, in units of e:
1 C -0.61
2 C -0.49
3 C 0.25
4 C 0.07
5 N -0.64
6 C -0.71
7 H 0.25
8 H 0.21
9 H 0.22
10 H 0.26
11 H 0.27
12 H 0.26
13 H 0.42
14 H 0.42
15 H 0.28
16 H 0.23
17 H 0.29
18 H 0.48
19 H 0.44
20 O -0.92

=====

[6]
A gas-phase ion, C5H13NO (charge +1), computed with wB97M-V/def2-TZVPD.

Values from the calculation:
ΔE to the lowest compared entry with this formula, charge and spin: 29.54 kcal per mole
Molecular weight: 103.16 g/mol
Spin multiplicity: 2
Orbital gap (alpha / beta): 12.981 / 7.896 eV
Charge: +1
E_HOMO (alpha / beta): -15.91 / -16.03 eV
<S²>: 0.76

Cartesian coordinates (Å):
C -0.361 1.292 -0.627
C -0.551 -0.031 0.166
C -0.668 0.279 1.664
C -1.563 1.455 2.080
N 0.546 -0.925 -0.024
C 0.794 -1.570 -1.299
O 1.804 -0.808 -1.949
H -0.031 1.086 -1.637
H -1.229 1.931 -0.702
H 0.344 1.953 -0.118
H -1.467 -0.476 -0.232
H 0.292 0.433 2.133
H -1.052 -0.605 2.127
H -2.520 1.439 1.574
H -1.695 1.344 3.150
H -1.028 2.381 1.880
H 1.360 -0.683 0.546
H -0.109 -1.542 -1.903
H 1.214 -2.562 -1.145
H 1.751 0.127 -1.700

natural (NBO) atomic charges, in units of e:
1 C -0.61
2 C -0.11
3 C -0.41
4 C -0.60
5 N -0.14
6 C 0.04
7 O -0.63
8 H 0.22
9 H 0.27
10 H 0.23
11 H 0.25
12 H 0.21
13 H 0.23
14 H 0.22
15 H 0.24
16 H 0.21
17 H 0.42
18 H 0.21
19 H 0.25
20 H 0.49

=====

[7]
2 unconnected molecules or ions with the total composition C5H13NO, computed with wB97M-V/def2-TZVPD.

Values from the calculation:
ΔE to the lowest compared entry with this formula, charge and spin: 20.86 kcal per mole
Molecular weight: 103.16 g/mol
Spin multiplicity: 2
Orbital gap (alpha / beta): 10.610 / 7.398 eV
Charge: +1
E_HOMO (alpha / beta): -14.13 / -14.27 eV
<S²>: 0.76

Cartesian coordinates (Å):
C 0.731 2.125 1.155
N -0.145 1.130 0.525
C 0.186 -0.182 0.429
C 0.221 -0.862 1.637
C 0.372 -2.318 1.759
C 0.288 -0.782 -0.915
H 0.557 3.103 0.698
H 0.377 2.321 2.169
H 1.777 1.845 1.185
H -0.610 1.469 -0.310
H 0.189 -0.212 2.499
H 1.282 -2.496 2.370
H -0.338 -2.741 2.466
H 0.473 -2.770 0.783
H -0.297 -1.686 -1.071
H 1.317 -1.088 -1.101
H -0.046 -0.182 -1.757
H -1.778 0.511 -3.794
H -2.734 1.566 -4.320
O -1.822 1.249 -4.407

natural (NBO) atomic charges, in units of e:
1 C -0.45
2 N -0.40
3 C 0.25
4 C 0.04
5 C -0.70
6 C -0.70
7 H 0.25
8 H 0.24
9 H 0.24
10 H 0.41
11 H 0.22
12 H 0.28
13 H 0.28
14 H 0.24
15 H 0.26
16 H 0.28
17 H 0.25
18 H 0.45
19 H 0.48
20 O -0.93

=====

[8]
3 unconnected molecules or ions with the total composition C5H13NO2, computed with wB97M-V/def2-TZVPD.

Values from the calculation:
ΔE to the lowest compared entry with this formula, charge and spin: 98.78 kcal per mole
Molecular weight: 119.16 g/mol
Spin multiplicity: 2
Orbital gap (alpha / beta): 2.783 / 7.340 eV
Charge: -1
E_HOMO (alpha / beta): 0.91 / -3.62 eV
<S²>: 0.76

Cartesian coordinates (Å):
N -0.613 -0.203 -1.441
C -0.410 0.770 -0.399
C -0.965 0.877 0.790
C -2.230 0.345 1.281
C -3.272 0.140 0.454
C 0.972 1.514 -0.672
H 0.250 -0.025 -2.239
H -1.624 -0.058 -1.915
H -0.477 1.559 1.454
H -2.347 0.441 2.299
H -4.157 -0.047 0.840
H -3.148 0.120 -0.513
H 1.319 1.839 0.304
H 0.835 2.300 -1.291
H 1.896 1.053 -1.038
H 1.895 -2.464 0.650
H 0.546 -2.630 0.977
O 1.357 -2.818 1.387
H 3.778 -1.550 -0.049
H 3.247 -0.155 -0.282
O 3.148 -1.008 -0.598

natural (NBO) atomic charges, in units of e:
1 N -0.86
2 C 0.08
3 C -0.39
4 C -0.26
5 C -0.55
6 C -0.75
7 H 0.36
8 H 0.36
9 H 0.18
10 H 0.17
11 H 0.16
12 H 0.15
13 H 0.19
14 H 0.19
15 H 0.16
16 H 0.47
17 H 0.46
18 O -0.98
19 H 0.43
20 H 0.45
21 O -1.03

=====

[9]
2 unconnected molecules or ions with the total composition C5H13NO2, computed with wB97M-V/def2-TZVPD.

Values from the calculation:
ΔE to the lowest compared entry with this formula, charge and spin: 32.79 kcal per mole
Molecular weight: 119.16 g/mol
Orbital gap: 10.668 eV
Charge: 0
E_HOMO: -9.85 eV
SMILES string: CC(C)CNC=O.O

Cartesian coordinates (Å):
C 1.805 -0.181 1.325
C 1.354 -0.111 -0.157
C 1.883 1.210 -0.764
C -0.173 -0.477 -0.379
N -0.721 -1.341 0.707
C -2.023 -1.132 1.015
O -2.759 -0.478 0.290
H 1.570 -1.078 1.884
H 2.870 0.041 1.360
H 1.239 0.634 1.788
H 1.765 -1.001 -0.673
H 1.062 1.897 -0.898
H 2.486 0.930 -1.611
H 2.585 1.682 -0.065
H -0.346 -0.950 -1.349
H -0.733 0.438 -0.261
H -0.094 -1.952 1.184
H -2.357 -1.748 1.841
O -2.769 1.335 -1.951
H -3.444 1.809 -1.474
H -3.201 0.475 -1.811

natural (NBO) atomic charges, in units of e:
1 C -0.60
2 C -0.21
3 C -0.62
4 C -0.22
5 N -0.61
6 C 0.53
7 O -0.64
8 H 0.19
9 H 0.21
10 H 0.20
11 H 0.18
12 H 0.22
13 H 0.22
14 H 0.21
15 H 0.20
16 H 0.22
17 H 0.40
18 H 0.12
19 O -0.93
20 H 0.46
21 H 0.47

=====

[10]
2 unconnected molecules or ions with the total composition C5H13NO2, computed with wB97M-V/def2-TZVPD.

Values from the calculation:
ΔE to the lowest compared entry with this formula, charge and spin: 110.61 kcal per mole
Molecular weight: 119.16 g/mol
Orbital gap (alpha / beta): 7.860 / 7.647 eV
Charge: 0
E_HOMO (alpha / beta): -7.04 / -6.81 eV

Cartesian coordinates (Å):
C -1.719 0.845 1.073
C -2.710 -0.796 -0.115
C -2.224 -0.417 -1.469
O -2.125 -0.427 1.030
O -0.576 1.105 1.777
H -0.442 0.395 2.420
H -1.915 1.539 0.268
H -3.522 -1.491 0.028
H -2.327 -1.268 -2.149
H -2.789 0.417 -1.897
H -1.178 -0.108 -1.450
C 1.764 -0.439 -0.217
C 2.882 -0.219 0.807
N 1.317 0.760 -0.916
H 2.082 1.168 -1.444
H 0.999 1.453 -0.247
H 2.091 -1.162 -0.967
H 0.893 -0.875 0.278
H 3.142 -1.153 1.308
H 3.782 0.167 0.318
H 2.576 0.508 1.565

natural (NBO) atomic charges, in units of e:
1 C 0.32
2 C 0.09
3 C -0.72
4 O -0.47
5 O -0.70
6 H 0.49
7 H 0.15
8 H 0.16
9 H 0.22
10 H 0.21
11 H 0.25
12 C -0.22
13 C -0.63
14 N -0.84
15 H 0.35
16 H 0.36
17 H 0.18
18 H 0.18
19 H 0.21
20 H 0.20
21 H 0.20

=====

[11]
2 unconnected molecules or ions with the total composition C5H13NO2, computed with wB97M-V/def2-TZVPD.

Values from the calculation:
ΔE to the lowest compared entry with this formula, charge and spin: 20.58 kcal per mole
Molecular weight: 119.16 g/mol
Orbital gap: 10.599 eV
Charge: 0
E_HOMO: -9.71 eV
SMILES string: CC[C@@H](C)NC=O.O

Cartesian coordinates (Å):
C 1.283 -0.991 -0.158
C -0.121 -0.437 -0.408
C -0.212 1.080 -0.094
C 0.100 1.962 -1.287
N -1.495 1.490 0.469
C -1.879 1.060 1.686
O -1.283 0.220 2.332
H 1.193 -1.878 0.470
H 1.837 -1.321 -1.029
H 1.887 -0.299 0.419
H -0.329 -0.444 -1.489
H -0.919 -1.037 0.016
H 0.529 1.266 0.689
H -0.619 1.808 -2.097
H 1.067 1.713 -1.690
H 0.104 3.009 -0.970
H -2.077 2.104 -0.073
H -2.757 1.559 2.121
O 2.728 -3.469 -1.715
H 2.658 -3.632 -0.772
H 1.920 -3.789 -2.145

natural (NBO) atomic charges, in units of e:
1 C -0.63
2 C -0.41
3 C -0.04
4 C -0.62
5 N -0.62
6 C 0.52
7 O -0.62
8 H 0.21
9 H 0.23
10 H 0.20
11 H 0.19
12 H 0.23
13 H 0.20
14 H 0.20
15 H 0.23
16 H 0.21
17 H 0.40
18 H 0.11
19 O -0.94
20 H 0.47
21 H 0.47

=====

[12]
3 unconnected molecules or ions with the total composition C5H13NO2, computed with wB97M-V/def2-TZVPD.

Values from the calculation:
ΔE to the lowest compared entry with this formula, charge and spin: 69.78 kcal per mole
Molecular weight: 119.16 g/mol
Orbital gap: 8.819 eV
Charge: 0
E_HOMO: -8.14 eV
SMILES string: C=C/C(N)=C/C.O.O

Cartesian coordinates (Å):
C -1.934 -1.092 -1.388
C -0.740 -1.097 -0.807
C -0.065 0.216 -0.489
N 1.093 0.334 -1.256
C -0.730 1.235 0.071
C -0.085 2.626 0.014
H -2.253 -0.359 -2.140
H -2.519 -1.985 -1.550
H -0.225 -1.933 -0.368
H 1.571 1.185 -1.451
H 1.254 -0.438 -1.872
H -1.748 1.359 0.418
H 0.969 2.629 -0.254
H -0.179 3.167 0.946
H -0.659 3.185 -0.747
O -1.223 -1.134 2.056
H -2.111 -0.761 2.038
H -0.617 -0.467 2.356
O 2.983 -1.075 1.086
H 2.525 -1.313 0.273
H 2.764 -0.150 1.187

natural (NBO) atomic charges, in units of e:
1 C -0.39
2 C -0.20
3 C 0.15
4 N -0.85
5 C -0.30
6 C -0.64
7 H 0.20
8 H 0.19
9 H 0.21
10 H 0.39
11 H 0.39
12 H 0.22
13 H 0.19
14 H 0.21
15 H 0.21
16 O -0.94
17 H 0.47
18 H 0.48
19 O -0.94
20 H 0.47
21 H 0.47

=====

- Look up the molecular weight of the eighth one.
  119.16 g/mol